Record 1
{
  "formula": "C35H45CoNO6PS3Si",
  "method": "ωB97M-V with the def2-TZVPD basis set",
  "species": ["H", "O", "C", "H", "C", "H", "S", "H", "C", "H", "H", "C", "H", "N", "C", "O", "C", "H", "H", "Co", "H", "H", "H", "H", "H", "H", "C", "H", "C", "H", "H", "C", "H", "H", "H", "O", "H", "S", "C", "Si", "C", "S", "H", "H", "C", "C", "H", "C", "C", "H", "H", "H", "H", "C", "H", "H", "C", "H", "C", "C", "H", "H", "C", "H", "C", "O", "C", "O", "H", "H", "H", "C", "C", "O", "C", "H", "C", "P", "H", "H", "C", "C", "C", "C", "C", "H", "H", "H", "C", "C", "C", "C", "H"],
  "xyz": [[3.73369, 1.09562, 0.52029], [-1.92513, 0.19105, -0.90464], [3.98660, 3.13566, 0.06838], [4.92583, -5.12598, -0.21571], [3.97711, 1.99110, 1.07528], [4.38133, 5.25971, -0.00547], [1.28718, 0.72817, -0.90790], [5.89380, 2.64179, -0.88544], [-2.48260, -5.28121, 3.09125], [-1.47306, 2.59492, 2.71477], [0.11098, 2.41016, -3.37132], [0.17580, 4.32879, -2.47007], [-2.97089, -6.23018, 3.22656], [1.09350, -4.65447, 0.20232], [-4.52182, -3.11866, -0.43904], [0.15810, 3.76742, -1.12375], [-5.41698, -0.58695, 0.39885], [3.89122, 4.63577, 1.60626], [1.24695, 5.95657, -3.48046], [-0.33902, -0.84746, -0.15253], [-1.84241, -5.63382, -0.83202], [-1.80780, -5.16114, 5.18546], [4.45694, 1.94879, -1.66637], [-0.71810, -5.17516, -4.94271], [-0.61048, -1.98903, 2.48310], [3.35314, -7.08752, -0.18543], [-0.59497, -3.40702, -3.71750], [-1.68516, 4.34998, 3.07634], [-1.80742, -4.71743, 4.18505], [0.59970, 2.60104, 3.84690], [-1.61949, -6.57542, -3.05911], [-1.59288, -4.98022, -1.67295], [3.24033, 2.21034, 1.84336], [-1.40236, 5.14354, -3.65678], [1.70638, 3.07491, -3.41731], [0.67095, 2.84918, 1.32172], [-1.73856, 3.76797, 1.41722], [1.37038, -1.98071, 0.59521], [-1.03991, -3.55971, 3.93234], [1.14587, 2.83976, -0.23132], [-0.81524, -2.84282, -2.45338], [-2.75980, 0.44090, 0.29546], [-2.71204, -5.34754, 0.97314], [2.04690, 3.53512, 3.36352], [3.86059, -5.00348, -0.07127], [0.23572, 3.89373, 2.23840], [-0.45968, -3.08374, 4.71530], [4.85782, 2.81428, -1.13844], [1.08130, 5.55683, -2.48961], [2.02244, 5.33543, -1.99205], [3.95671, -2.83895, 0.19834], [0.99443, -6.72766, 0.07434], [1.66311, 5.44941, 1.65665], [0.65954, 3.33565, -3.50979], [0.73984, 4.32213, 4.29550], [5.51474, 4.41387, 0.98707], [2.98836, -6.10886, -0.05323], [-0.14932, -2.81402, -4.50722], [-5.87453, -2.81856, -0.43270], [3.32997, -3.74335, 0.11297], [0.26827, 5.40879, 0.66683], [-7.39197, -1.35811, 0.17635], [1.64476, -5.89139, 0.07804], [-0.48080, -1.77068, -2.21633], [4.45988, 4.43507, 0.69780], [-1.92810, 0.18635, 1.48278], [-1.24996, 3.64162, 2.38852], [-3.48682, 1.68582, 0.21532], [0.64232, 6.31323, -1.85450], [0.12465, 6.07581, 2.30211], [-1.92521, 3.79789, -2.66857], [-2.34837, -4.78340, 1.79573], [-1.10330, -2.94532, 2.68319], [2.64780, 3.33416, -0.43237], [0.57454, 5.29560, 1.70411], [-4.18619, -4.07808, -0.79866], [-0.89959, -4.72950, -3.96970], [-1.82697, -2.59179, 0.04561], [-1.59101, 5.31308, -1.83991], [-6.54107, -3.55607, -0.82946], [-1.40720, -3.59787, -1.43964], [0.97294, 3.57222, 3.54938], [-3.59708, -2.14217, -0.03681], [-6.33623, -1.58913, 0.07808], [-1.76224, -3.55957, 1.59696], [-5.67749, 0.37789, 0.79104], [4.80658, 3.66515, -1.79852], [0.46737, 3.75832, -4.48284], [-1.38518, -5.52512, -2.91694], [-4.02971, -0.85539, 0.22185], [-1.29607, 4.66537, -2.68643], [1.88448, -3.60527, 0.27236], [4.95934, 1.87399, 1.50875]],
  "atomic_forces_ev_per_a": [[-0.3, -0.4, 0.2], [-0.8, 0.1, -0.2], [-0.3, -0.3, 0.0], [0.1, -0.1, 0.0], [0.1, 0.5, -0.6], [-0.3, 0.1, -0.1], [-0.5, 1.5, 0.4], [0.3, -0.1, 0.3], [0.9, -0.5, 0.5], [0.4, 0.9, -0.2], [-0.2, -0.2, -0.2], [0.0, -0.6, 0.7], [-0.3, -0.2, 0.1], [-0.4, -1.0, 0.2], [-0.4, 0.9, 0.3], [0.1, 0.7, -0.6], [1.3, -1.0, -0.4], [-0.1, 0.2, -0.1], [0.0, 0.0, -0.3], [0.5, 1.8, -0.3], [-0.2, 0.3, -0.4], [-0.2, 0.1, -0.5], [0.0, -0.1, 0.0], [-0.1, 0.1, 0.1], [-0.1, -0.4, 0.4], [0.4, -1.1, -0.1], [0.3, 0.3, 0.1], [-0.3, 0.3, 0.4], [0.5, 0.8, -0.9], [0.2, -0.2, 0.3], [0.2, 0.0, -0.1], [-0.3, 0.6, 0.9], [-0.1, -0.3, 0.1], [-0.2, 0.4, 0.0], [0.3, 0.2, 0.1], [0.0, 0.7, 0.4], [0.0, 0.0, 0.1], [1.6, -0.5, 0.9], [-0.8, -0.1, 0.0], [-0.6, -3.4, -0.7], [0.2, 1.0, 0.2], [-0.3, 0.6, 0.1], [-0.6, -0.3, -0.4], [0.0, 0.0, 0.1], [-0.6, 0.6, 0.2], [0.5, -0.9, -0.4], [-0.1, -0.1, 0.0], [-0.6, -0.1, -0.1], [-0.3, -0.1, 1.0], [0.2, -0.3, -0.3], [-0.5, -0.6, -0.2], [-0.8, -0.6, 0.0], [-0.2, -0.1, 0.3], [-0.3, -0.5, 0.6], [0.0, 0.1, 0.3], [0.0, -0.4, 0.0], [0.1, 1.0, -0.1], [0.0, 0.1, 0.1], [0.2, 0.5, 0.3], [-0.6, -0.1, 0.3], [-0.4, 0.0, 0.0], [0.0, -0.2, -0.1], [0.5, 1.6, -0.1], [-0.7, -1.6, -0.8], [0.1, 0.1, 0.3], [-0.4, 0.1, -0.3], [-0.4, -0.4, -0.3], [0.1, -0.4, 0.4], [-0.3, 0.5, 0.0], [-0.1, 0.2, 0.3], [-0.1, -0.7, 0.1], [-0.4, 0.0, 1.1], [-0.1, 0.1, -0.5], [2.0, 1.5, -0.1], [0.6, -0.5, -0.3], [0.1, -0.2, 0.0], [-0.3, -0.4, 0.6], [0.3, -0.8, 0.1], [-0.1, -0.1, -0.6], [-0.5, -0.2, 0.0], [0.0, -0.4, -0.1], [-0.4, 0.3, -0.9], [-0.1, -1.1, -0.9], [0.7, 0.3, -0.1], [0.7, 0.8, 0.3], [-0.3, 0.3, -0.2], [0.1, 0.3, -0.4], [0.0, 0.0, -0.5], [0.1, 0.0, -0.4], [-0.5, 0.2, 0.6], [0.7, 0.9, 0.3], [1.7, -0.1, -0.3], [0.4, 0.0, 0.3]],
  "s_squared": 3.762,
  "charge": -1,
  "homo_lumo_gap_ev": [6.589, 6.701],
  "e_lumo_ev": [2.53, 2.53],
  "e_homo_ev": [-4.060, -4.176],
  "spin_multiplicity": 4
}

***

Record 2
{
  "formula": "C35H45CrGe2N4O5",
  "method": "ωB97M-V with the def2-TZVPD basis set",
  "species": ["Ge", "O", "H", "H", "C", "C", "H", "C", "H", "O", "N", "H", "C", "H", "C", "H", "C", "C", "C", "C", "C", "H", "C", "Ge", "N", "H", "C", "H", "C", "H", "C", "H", "O", "H", "C", "C", "C", "H", "C", "C", "C", "H", "H", "H", "O", "H", "C", "H", "H", "O", "H", "H", "H", "H", "H", "H", "C", "H", "C", "H", "C", "H", "H", "H", "C", "C", "H", "H", "H", "C", "H", "C", "H", "H", "Cr", "H", "H", "N", "C", "C", "H", "H", "H", "C", "C", "H", "C", "H", "H", "C", "N", "C"],
  "xyz": [[-1.02107, 0.11273, -1.99730], [1.30459, -1.42012, -3.10394], [-5.97668, 4.03767, -0.82423], [-3.66310, 3.46869, -0.25524], [-1.61334, 1.77066, 0.07254], [4.18789, 2.08799, -1.38443], [1.02549, -5.83913, 2.02581], [3.18329, -2.73150, 2.79695], [-3.80353, -2.04630, 3.99923], [2.27533, 1.28185, -2.59960], [3.37684, -0.75805, 0.76942], [-0.21920, 1.81281, -3.68225], [-4.40022, 0.81417, -2.20327], [2.35154, -5.74016, 4.11008], [1.17369, 3.12008, -0.12603], [2.10349, 3.11714, 0.44794], [-3.64564, 1.62321, -1.35833], [4.12218, 1.09811, -0.33909], [-2.24896, 1.27681, -0.99288], [5.22787, 3.02876, -1.32266], [3.46638, 3.10290, -3.45373], [-0.05409, 4.20929, 1.32919], [2.37141, -4.91031, 3.41500], [0.28658, 1.37353, 0.15581], [-1.68985, -1.42863, 1.26066], [-2.68001, 1.61703, -4.21256], [0.78246, 0.70014, 1.93535], [-2.81548, -3.36861, -1.65650], [-0.68076, 0.83118, -3.79684], [-2.11511, 2.43225, 0.77848], [0.28269, 4.29203, 0.29372], [-0.83970, -2.25669, -2.78746], [2.82264, -2.59030, -4.12824], [-3.34077, -2.08455, -2.72789], [-4.23735, 2.79505, -0.87883], [3.28174, 2.11695, -2.47079], [1.64617, -3.89944, 1.35706], [0.35018, 1.18821, 4.00973], [1.62371, -4.96392, 2.24672], [5.38784, 3.99201, -2.28936], [-2.84638, -1.80137, 4.45997], [-2.74752, -0.71630, 4.49744], [-1.03157, -4.39829, 3.03664], [-0.22773, -0.98185, 4.40487], [3.33707, -1.31900, -2.44287], [-1.82672, -4.36469, 4.61713], [-5.70886, 1.13581, -2.53352], [-0.60790, 4.35289, -0.33399], [-0.31028, -2.48251, 5.34289], [1.53693, -1.66616, -0.27102], [-2.45281, -0.05483, -4.72331], [2.77258, 3.11568, -4.28444], [-6.27241, 0.48306, -3.18813], [-0.77552, -2.17041, -1.03518], [4.92407, 1.06748, 0.39680], [1.45083, 3.22567, -1.17280], [2.43405, -2.78425, 1.62450], [-2.79223, -4.22246, 3.13848], [-2.78026, -2.28824, -1.81397], [3.79140, -1.85858, 2.99125], [-1.68318, -2.43041, 3.68463], [0.49368, -2.46732, 3.76526], [4.60450, 4.76485, -4.13777], [-3.96191, -0.08530, -2.60924], [-6.28790, 2.29081, -2.03213], [3.14706, -3.79029, 3.69037], [-3.29685, -1.81800, -0.97703], [-1.72540, 1.25050, -5.64788], [5.91464, 2.98014, -0.48474], [-1.84556, -3.95238, 3.60698], [0.43999, 2.59664, 2.96428], [2.45516, -1.66528, 0.65057], [6.19341, 4.71001, -2.22707], [0.81900, 5.23869, 0.19864], [1.74445, -0.19754, -1.53896], [0.05337, 0.18831, -4.27805], [3.72945, -3.74582, 4.60172], [2.52142, -1.82298, -3.26961], [4.49115, 4.01716, -3.36249], [-0.34316, -2.06478, 4.33508], [0.47621, -0.34281, 2.02294], [-0.97861, 1.54930, 2.90963], [-7.30591, 2.55020, -2.29219], [-5.54215, 3.12261, -1.20640], [-1.95909, 0.91641, -4.63504], [-2.84384, -2.18529, 5.48122], [0.10908, 1.55688, 3.00931], [1.86533, 0.73638, 2.03375], [1.06404, -3.92116, 0.44549], [-1.68768, -1.88629, 2.31402], [3.21014, 0.20371, -0.22604], [-1.32675, -1.83217, -1.91222]],
  "atomic_forces_ev_per_a": [[-0.2, 0.3, 0.3], [0.0, 0.0, -0.3], [0.0, 0.0, 0.0], [0.0, 0.0, 0.0], [0.0, 0.0, 0.1], [0.0, -0.1, 0.1], [0.0, 0.0, 0.0], [0.0, 0.0, 0.0], [0.0, 0.0, 0.0], [-0.1, 0.1, -0.1], [0.0, 0.1, 0.0], [0.0, 0.0, 0.0], [0.0, 0.0, 0.0], [0.0, 0.0, 0.0], [0.0, 0.0, 0.0], [0.0, 0.0, 0.0], [0.0, 0.0, 0.0], [0.1, 0.0, 0.0], [-0.1, 0.0, -0.1], [0.0, 0.0, 0.0], [0.0, 0.0, -0.1], [0.0, 0.0, 0.0], [0.0, 0.0, 0.0], [-0.4, 0.1, -0.2], [0.0, -0.1, 0.0], [0.0, 0.0, 0.0], [0.0, -0.1, 0.0], [0.0, 0.0, 0.0], [0.1, 0.0, 0.0], [0.0, 0.0, 0.0], [0.0, 0.0, 0.0], [0.0, 0.0, 0.0], [0.0, 0.0, 0.0], [0.0, 0.0, 0.0], [0.0, 0.0, 0.0], [-0.1, -0.1, 0.0], [0.0, 0.0, 0.0], [0.0, 0.0, 0.0], [0.0, 0.0, 0.0], [0.0, 0.0, 0.0], [0.0, 0.0, 0.0], [0.0, 0.0, 0.0], [0.0, 0.0, 0.0], [0.0, 0.0, 0.0], [-0.5, 0.1, 0.1], [0.0, 0.0, 0.0], [0.0, 0.0, 0.0], [0.0, 0.0, 0.0], [0.0, 0.0, 0.0], [0.0, 0.1, 0.0], [0.0, 0.0, 0.0], [0.0, 0.0, 0.0], [0.0, 0.0, 0.0], [0.0, 0.0, 0.0], [0.0, 0.0, 0.0], [0.0, 0.0, 0.0], [0.0, 0.0, 0.0], [0.0, 0.0, 0.0], [0.0, 0.0, 0.0], [0.0, 0.0, 0.0], [0.0, 0.0, 0.0], [0.0, 0.0, 0.0], [0.0, 0.0, 0.0], [0.0, -0.1, 0.0], [0.0, 0.0, 0.0], [0.0, 0.0, 0.0], [0.0, 0.0, 0.0], [0.0, 0.0, 0.0], [0.0, 0.0, 0.0], [0.0, 0.0, 0.0], [0.0, 0.0, 0.0], [-0.1, -0.1, -0.1], [0.0, 0.0, 0.0], [0.0, 0.0, 0.0], [1.6, -0.7, 0.0], [0.0, 0.0, 0.0], [0.0, 0.0, 0.0], [-0.1, 0.1, 0.0], [0.0, 0.0, 0.0], [0.0, 0.0, 0.0], [0.1, 0.1, 0.0], [0.0, 0.0, 0.0], [0.0, 0.0, 0.0], [0.0, 0.0, 0.0], [0.0, 0.0, 0.0], [0.0, 0.0, 0.0], [0.0, 0.0, 0.0], [0.0, 0.0, 0.0], [0.0, 0.0, 0.0], [-0.1, 0.0, 0.1], [-0.4, 0.1, 0.1], [0.0, 0.0, 0.1]],
  "s_squared": 3.800,
  "homo_lumo_gap_ev": [7.439, 6.959],
  "e_lumo_ev": [-0.41, -0.96],
  "e_homo_ev": [-7.847, -7.921],
  "spin_multiplicity": 4
}

***

Relative energy (zero: lowest compared OMol25 entry of this formula, charge and spin) (computed, kcal/mol): 0.0 14.8
Largest force on an atom (computed, eV/Å): 3.50 1.79